Below is an isolated molecule of C11H14FN, with properties calculated with ωB97M-V/def2-TZVPD.

Summary:
Energy ... -582.0206 a.u.
Kohn-Sham gap ... 10.2 eV
Energy above the lowest of the compared OMol25 structures with the same formula, charge and spin ... 99.20 kcal/mol
HOMO level ... -0.344 Eh
SMILES string ... CC1(C)N(F)[C@]1(C)c1ccccc1

```
27
C11H14FN, DFT ωB97M-V/def2-TZVPD
C -3.767 -0.425 -0.220
C -2.963 0.628 0.226
C -3.175 -1.587 -0.640
C -1.602 0.446 0.440
C -1.769 -1.731 -0.382
C -0.997 -0.753 0.142
C 0.653 -0.760 0.404
C 1.401 0.166 -0.434
C 0.969 -1.076 1.824
C 0.665 0.934 -1.625
C 2.619 0.837 0.135
N 1.451 -1.355 -0.658
F 2.598 -1.824 -0.050
H -4.790 -0.192 -0.168
H -3.306 1.673 0.503
H -3.818 -2.404 -1.002
H -0.865 1.238 0.661
H -1.430 -2.675 -0.819
H 0.362 -0.366 2.415
H 1.927 -0.777 2.035
H 0.797 -2.186 1.986
H 0.763 2.022 -1.514
H -0.458 0.615 -1.586
H 1.198 0.640 -2.471
H 2.830 1.753 -0.437
H 3.536 0.250 0.273
H 2.402 1.085 1.246
```

Atom charges from the Mulliken analysis, given in e for atoms 1 to 4: number 1, C, carries -0.304; number 2, C, carries -0.575; number 3, C, carries -0.814; number 4, C, carries 0.150

---

Below is a cluster of 3 separate species, C11H14FN in total, with properties calculated with ωB97M-V/def2-TZVPD.

Summary:
Energy ... -582.0471 a.u.
Kohn-Sham gap ... 9.8 eV
Energy above the lowest of the compared OMol25 structures with the same formula, charge and spin ... 82.59 kcal/mol
HOMO level ... -0.339 Eh
SMILES string ... C#Cc1ccccc1.CC(C)=N.F

```
27
C11H14FN, DFT ωB97M-V/def2-TZVPD
C 1.029 3.124 0.479
C -0.291 3.214 0.164
C 1.701 2.163 -0.238
C -0.964 2.413 -0.725
C 1.069 1.189 -1.060
C -0.321 1.303 -1.184
C -0.879 0.410 -2.127
C 0.030 -2.086 0.707
C -1.302 -0.404 -2.892
C -1.263 -1.382 1.088
C 0.109 -2.877 -0.650
N 0.892 -1.967 1.590
F 0.623 -0.546 3.711
H 1.493 3.926 0.977
H -0.886 4.007 0.643
H 2.763 2.275 -0.063
H -2.024 2.525 -0.928
H 1.747 0.263 -1.333
H 0.704 -1.328 3.160
H 1.761 -2.320 1.426
H -1.317 -1.016 -3.709
H -1.814 -0.747 0.320
H -1.162 -0.820 1.993
H -1.913 -2.156 1.436
H 1.100 -3.276 -0.706
H -0.357 -2.193 -1.487
H -0.528 -3.694 -0.591
```

Atom charges from the Mulliken analysis, given in e for atoms 1 to 4: number 1, C, carries -0.804; number 2, C, carries -0.029; number 3, C, carries -0.402; number 4, C, carries -0.850